C30H37N2O3PdSTe | the ωB97M-V functional and the def2-TZVPD basis

The geometry in ORCA input format:
```
! RIJCOSX wB97M-V def2-TZVPD def2/J DEFGRID3
* xyz 2 2
Te -0.0252 -0.7844 -2.8776
Pd -0.5169 -0.2494 -0.1084
S -3.6631 0.5035 1.0129
O -2.3762 0.7454 0.2187
O -0.7448 -1.1976 1.7213
O 1.8931 1.0752 -2.5378
N -0.2389 0.8731 -1.7935
N 0.3789 -1.7469 3.5801
C 1.0090 1.5134 -1.8071
C 0.5011 0.4580 -5.6406
C 1.3043 -1.1353 0.1044
C -4.7670 -1.3336 -3.7182
C -4.7131 -0.5027 -0.0893
C 0.5923 2.8542 0.2756
C -1.7581 -3.5416 -2.9935
C 1.1848 2.7218 -0.9797
C -5.8790 0.3735 -0.5445
C 1.6303 -0.7117 -7.4527
C 1.8319 -2.9894 -4.4402
C 0.7302 -0.6814 -4.8610
C 1.4501 -1.7999 -5.2809
C 0.3494 -1.3334 2.3294
C 0.9597 0.3989 -6.9484
C -2.8701 0.0997 -3.4054
C -0.2229 1.6823 -5.1610
C -5.3413 1.7992 -0.6098
C -4.6245 2.0052 0.7171
C 1.9711 3.7510 -1.4921
C -2.0815 -1.0302 -3.2141
C 0.8039 4.0000 1.0220
C 1.6087 -0.9907 1.5879
C -2.6101 -2.3225 -3.2311
C 2.1191 -0.7419 -8.8718
C 2.1554 4.9083 -0.7542
C -4.2216 -0.0581 -3.6701
C -3.9728 -2.4476 -3.4879
C 1.5777 5.0303 0.5018
C 1.8627 -1.7889 -6.6109
H 3.1942 -0.9196 -8.9036
H 1.4302 -3.9084 -4.8678
H 0.7918 1.2550 -7.5911
H -4.0417 -0.7517 -0.9146
H -4.4114 -3.4369 -3.5245
H -5.0055 -1.4137 0.4288
H 2.0730 -0.7098 -0.5384
H -4.8424 0.8118 -3.8412
H 2.4076 -2.6484 -6.9858
H -2.3182 -4.4532 -3.1892
H 0.0082 2.5289 -5.8041
H -5.3229 2.0928 1.5519
H 1.9109 0.1937 -9.3859
H -5.8184 -1.4655 -3.9383
H -0.8848 -3.5570 -3.6505
H -1.3024 1.5311 -5.2005
H -6.2671 0.0233 -1.5000
H 1.4990 -2.9306 -3.4035
H -6.6947 0.3184 0.1787
H 2.4395 3.6317 -2.4600
H 1.7305 5.9317 1.0799
H 1.8988 0.0308 1.8501
H -1.4068 -3.5862 -1.9589
H 2.4371 -1.6431 1.8792
H 1.2466 -1.8709 4.0751
H -6.1323 2.5352 -0.7459
H 0.0685 1.9533 -4.1500
H -0.4855 -1.9441 4.0629
H -0.0382 2.0676 0.6805
H 2.7583 5.7117 -1.1544
H 1.1277 -2.1797 -0.1558
H -4.6300 1.9062 -1.4317
H -3.9166 2.8317 0.7531
H 2.9175 -3.0861 -4.4192
H 0.3609 4.0976 2.0040
H -2.4411 1.0893 -3.3310
H 1.6380 -1.5499 -9.4244
*
```

- DFT total energy (eV) = -62425.4799
- highest occupied orbital energy (spin up / spin down) (eV) = -14.0 / -14.0
- relative energy (zero: lowest compared OMol25 entry of this formula, charge and spin) (kcal per mole) = 1.1
- expectation value of S² = 0.76
- maximum force (eV/Å) = 0.56


C30H38AsMoO4P | the ωB97M-V functional and the def2-TZVPD basis

The geometry in ORCA input format:
```
! RIJCOSX wB97M-V def2-TZVPD def2/J DEFGRID3
* xyz 4 3
Mo -0.9349 -0.3219 -0.3364
As 0.7020 3.7858 -0.8325
P -0.5649 -2.6204 0.3062
O 2.1443 -0.3435 0.1230
O -0.2608 0.9311 -3.2236
O -0.7801 1.9048 1.9685
O -0.1135 2.3035 -0.7271
C -2.3655 -2.7501 -0.0880
C -0.8880 6.5158 1.9190
C 0.0104 5.7791 1.1267
C -2.7752 5.4677 0.7884
C 0.2626 -3.8877 -0.7421
C 4.7510 4.2224 0.1994
C 0.9871 -0.4449 -0.0164
C -0.9139 1.2353 0.9968
C -1.4046 -2.7192 2.9798
C -0.5042 4.8815 0.1876
C -0.3647 4.4076 -4.8231
C 0.7995 4.0913 -5.5232
C -0.3715 -3.2862 2.0115
C 2.4168 3.6374 0.0722
C -0.3817 4.3574 -3.4263
C 4.8681 3.4623 1.3695
C -0.3818 0.5677 -2.1205
C 1.0336 -3.1001 2.5928
C -1.8836 4.7141 0.0088
C 1.7982 -3.8303 -0.7542
C 1.9646 3.7091 -4.8336
C -3.2298 -1.5910 0.4864
C 2.5170 2.8938 1.2461
C -0.1924 -5.3188 -0.4566
C 0.7733 3.9464 -2.7507
C -2.5705 -2.9001 -1.6009
C 1.9464 3.6167 -3.4369
C -2.2669 6.3598 1.7451
C 3.5217 4.3267 -0.4524
C 3.7560 2.7975 1.8950
H -2.6416 -3.6568 0.4479
H -3.6332 -2.7562 -1.8059
H -4.2231 -1.5778 0.0452
H 2.1251 -2.8289 -1.0537
H -1.2814 4.5938 -2.8644
H 0.7919 4.1136 -6.6145
H 2.8473 3.2974 -2.9063
H -1.3130 -1.6255 3.0824
H -0.5629 -4.3633 1.8968
H -1.2929 4.6646 -5.3401
H 2.1839 -4.5574 -1.4911
H -2.9264 0.4020 -1.0098
H 5.8422 3.3752 1.8578
H 1.7956 -3.6866 2.0740
H 0.1268 -5.6742 0.5335
H 1.0830 5.8792 1.2556
H -3.2644 -1.6040 1.5720
H -1.2407 -3.1648 3.9750
H 5.6130 4.7205 -0.2537
H 0.2628 -6.0011 -1.1937
H -2.8360 -0.5565 0.2671
H -2.3510 0.9151 -1.1269
H -2.9528 6.9206 2.3872
H -0.0572 -3.6392 -1.7656
H -0.4951 7.1853 2.6846
H -2.2997 -3.9073 -1.9167
H -3.8464 5.3248 0.6584
H 2.2499 -4.0819 0.2166
H 1.6221 2.4173 1.6501
H 3.4253 4.9103 -1.3693
H 1.3507 -2.0482 2.5829
H 2.8870 3.4645 -5.3560
H -1.2795 -5.4251 -0.5402
H 3.8437 2.1836 2.7937
H -2.2568 3.9841 -0.7120
H 1.0425 -3.4306 3.6433
H -2.4289 -2.9700 2.6875
H -2.0151 -2.1745 -2.2109
*
```

- DFT total energy (eV) = -111851.9331
- highest occupied orbital energy (spin up / spin down) (eV) = -19.1 / -19.1
- expectation value of S² = 2.03
- maximum force (eV/Å) = 6.91